No. 1
ORCA calculation (ωB97M-V/def2-TZVPD) on 2 unconnected molecules or ions with the total composition C6H10N2O3.

calculated total energy: -569.69040 Ha
highest occupied orbital energy: -9.32 eV
energy above the lowest of the compared OMol25 structures with the same formula, charge and spin: 573.22 kJ/mol

```
21
Properties=species:S:1:pos:R:3:forces:R:3
C -1.681877 0.132556 1.763272 0.84 0.00 0.41
C -0.484574 0.256131 1.696129 -0.48 -0.23 -0.52
O 0.760769 0.492147 1.485454 0.84 0.49 0.18
N 1.474465 -0.620298 0.857694 -0.47 -0.79 -0.14
C 2.151076 -0.093850 -0.305538 -0.15 0.51 -0.08
C 2.379350 -1.161084 1.848529 -0.07 0.21 0.29
H -2.649788 -0.046867 2.123382 -0.55 -0.14 0.15
H 2.943266 0.621017 -0.048111 0.03 -0.02 0.04
H 2.584546 -0.936644 -0.839935 0.01 -0.06 0.03
H 1.417101 0.391797 -0.946802 0.13 -0.08 0.01
H 1.806112 -1.454622 2.727616 0.07 -0.04 -0.03
H 2.844476 -2.048205 1.420758 -0.03 0.02 -0.04
H 3.161685 -0.449580 2.142105 -0.01 0.01 0.00
C -2.715715 1.029608 -0.550487 0.18 0.33 -0.64
N -2.523437 0.268510 -1.543488 -0.62 -0.47 0.06
C -1.390398 0.460637 -2.356103 -0.29 0.05 0.38
O -0.374617 1.001063 -2.027185 0.29 0.15 -0.17
O -1.567897 -0.089966 -3.558661 0.19 -0.01 -0.39
H -3.600538 0.860686 0.042201 -0.12 0.00 0.19
H -2.093637 1.896429 -0.330386 0.09 -0.06 0.02
H -2.440368 -0.509466 -3.600444 0.11 0.12 0.24
```
Positions in Å, forces in eV/Å.



No. 2
ORCA calculation (ωB97M-V/def2-TZVPD) on 2 unconnected molecules or ions with the total composition C4H7N3O in a non-equilibrium geometry.

calculated total energy: -395.91762 Ha
highest occupied orbital energy: -7.45 eV
energy above the lowest of the compared OMol25 structures with the same formula, charge and spin: 605.93 kJ/mol

```
15
Properties=species:S:1:pos:R:3:forces:R:3
C 0.444121 -0.805245 0.283185 0.01 -2.63 -0.13
C -0.644259 -1.097460 -0.747476 -1.59 0.16 1.02
C -1.744474 0.012529 -0.491151 2.31 0.24 -1.38
C -1.292132 0.642011 0.808862 -0.75 0.47 0.73
N 3.318216 0.692003 0.853619 2.67 1.07 4.09
N 1.838466 0.350247 -0.872993 0.82 1.35 0.63
N 2.548318 0.553842 -0.007554 -0.76 -1.53 -4.82
O 0.086618 0.142213 1.065013 -0.89 0.77 -0.27
H -0.280048 -1.067274 -1.763370 0.32 -0.01 -0.14
H -1.145825 -2.095054 -0.623071 1.00 0.62 0.27
H -1.605961 0.706637 -1.340641 -0.22 0.17 0.63
H -2.718565 -0.375019 -0.614579 -1.13 -0.39 0.58
H -1.350287 1.749190 0.752864 0.53 -0.68 0.28
H -1.734419 0.297700 1.755925 -0.70 0.25 -0.65
H 4.280231 0.293680 0.941366 -1.62 0.11 -0.84
```
Positions in Å, forces in eV/Å.



No. 3
ORCA calculation (ωB97M-V/def2-TZVPD) on a molecular structure, C14H9BrIN5O4Zn in a non-equilibrium geometry.

calculated total energy: -5764.78168 Ha
highest occupied orbital energy: -9.34 eV

```
35
Properties=species:S:1:pos:R:3:forces:R:3
Zn 0.158714 0.023750 0.323226 -0.31 -0.02 0.39
C -2.742502 2.706415 0.610557 -0.17 0.07 0.10
C -1.544374 2.702342 -0.249794 -0.08 -0.05 0.16
N -0.696671 1.699326 -0.411620 -0.07 0.14 0.05
C 0.253880 2.112051 -1.308318 0.14 0.86 -0.50
C -0.021484 3.404025 -1.680736 0.34 -0.40 -0.09
N -1.160628 3.747209 -1.000996 0.20 -0.24 -0.12
C 0.637910 4.438759 -2.532312 -0.12 -0.24 0.13
O 1.696839 4.079041 -3.207775 0.30 -0.09 -0.19
O 0.158268 5.547703 -2.541248 0.02 0.03 -0.08
C 1.387383 1.205827 -1.682555 0.18 0.79 -0.40
O 2.168282 1.582487 -2.551683 0.12 -0.02 -0.12
O 1.450783 0.122654 -1.027042 0.47 -0.38 -0.41
H -2.870454 1.745523 1.100172 0.03 -0.03 -0.02
H -3.621060 2.917724 0.004989 -0.15 -0.03 0.03
H -2.660290 3.483378 1.368268 -0.03 0.02 0.09
H -1.590846 4.657309 -1.109792 -0.01 -0.08 0.09
H 1.975671 3.114827 -3.069501 -0.39 0.21 0.22
Br 3.333907 3.270246 4.699054 0.06 -0.04 0.09
C 3.462039 1.386853 4.623268 -0.22 0.11 -0.25
C 4.247078 0.730488 5.558747 -0.02 0.07 -0.01
C 4.364409 -0.647180 5.521891 -0.07 0.00 -0.09
C 3.707020 -1.370441 4.540440 0.01 -0.02 0.04
C 2.917862 -0.724814 3.603060 -0.12 0.00 -0.15
C 2.789720 0.652000 3.651539 -0.30 0.38 -0.34
I 1.544197 1.649008 2.209182 0.59 -0.13 0.73
H 4.758982 1.310425 6.309272 0.06 0.05 0.09
H 4.968016 -1.154676 6.259045 0.06 -0.02 0.04
H 3.802865 -2.443231 4.500805 -0.01 -0.13 -0.01
H 2.405920 -1.292535 2.839616 -0.04 -0.02 -0.02
N -0.390767 -1.449223 1.219200 -0.36 -1.32 0.53
C -0.709261 -2.530639 1.584039 0.47 1.59 -0.27
N -1.210065 -3.559529 2.004453 -1.05 -0.17 -0.08
C -0.911793 -4.711846 2.501473 0.34 -0.23 0.08
N -0.725758 -5.750830 2.956671 0.16 -0.69 0.30
```
Positions in Å, forces in eV/Å.



No. 4
ORCA calculation (ωB97M-V/def2-TZVPD) on a molecular structure, C9H8AuF5N6OSSeTe.

calculated total energy: -4454.09380 Ha
highest occupied orbital energy: -9.71 eV
energy above the lowest of the compared OMol25 structures with the same formula, charge and spin: 127.01 kJ/mol

```
33
Properties=species:S:1:pos:R:3:forces:R:3
Au 0.012901 -0.119870 0.503402 0.22 0.87 0.22
Se -0.704887 -1.349392 2.459837 -0.18 -0.24 0.10
C 0.517938 -0.629796 3.623961 -0.11 -0.12 -0.33
N 1.269853 -0.218348 4.391962 0.09 0.08 0.14
C -1.855918 2.120424 -4.619144 0.01 0.00 0.01
C -0.601514 2.182437 -3.815480 0.02 -0.01 -0.04
C 0.664887 2.008627 -4.300083 -0.06 0.02 0.08
C 1.745915 2.122298 -3.403756 0.19 -0.04 -0.19
N 1.563724 2.357844 -2.110664 -0.16 -0.05 0.09
C 0.321683 2.495214 -1.652335 0.18 0.09 -0.21
S 0.096755 2.750967 0.035937 0.66 -0.36 -0.07
N -0.735501 2.431585 -2.493409 0.20 0.05 -0.02
C 3.157812 1.962899 -3.858249 -0.22 0.02 -0.16
H -1.629175 2.003527 -5.674997 0.00 0.00 0.00
H -2.441192 3.029913 -4.477773 0.00 0.00 -0.01
H -2.469002 1.278714 -4.292814 0.00 0.00 0.01
H 0.828749 1.808463 -5.347716 0.00 0.00 -0.01
H -1.647402 2.607695 -2.070635 -0.20 -0.03 0.05
H 3.251498 2.078853 -4.936220 -0.04 0.02 -0.02
H 3.517960 0.968926 -3.576012 -0.02 0.17 -0.02
H 3.790445 2.682329 -3.343101 0.03 -0.08 0.02
N 4.951605 0.527155 -1.872167 0.17 -0.08 0.15
C 4.482871 0.314546 -0.839732 -0.12 -0.13 0.13
N 3.976897 0.099139 0.372766 0.39 0.07 -0.03
C 2.850631 -0.397510 0.544611 -0.39 0.22 -0.12
N 1.796279 -0.898460 0.776752 0.51 -0.15 -0.07
F -4.153651 1.572602 0.256513 -0.11 0.17 -0.13
Te -2.440505 2.000850 0.870703 -0.39 -0.59 -0.44
F -3.001250 3.576644 1.634016 -0.02 0.10 0.03
F -3.130659 0.993750 2.272540 -0.11 -0.10 0.40
F -2.637960 3.042371 -0.768498 0.19 0.03 0.10
F -1.050609 2.078281 2.178748 -0.03 0.16 0.16
O -1.770540 0.501229 -0.036345 -0.71 -0.08 0.20
```
Positions in Å, forces in eV/Å.



No. 5
ORCA calculation (ωB97M-V/def2-TZVPD) on a single C3H8N4 molecule in a non-equilibrium geometry.

calculated total energy: -338.00667 Ha
highest occupied orbital energy: -8.72 eV
energy above the lowest of the compared OMol25 structures with the same formula, charge and spin: 386.28 kJ/mol

```
15
Properties=species:S:1:pos:R:3:forces:R:3
H -1.034829 3.137851 0.078809 0.15 -0.41 0.25
N -0.235252 2.731619 -0.409987 -0.35 0.78 -0.71
C -0.394253 1.522344 -0.745445 -0.88 -1.81 1.78
C 0.683554 0.873070 -1.512577 -0.26 -0.19 -0.18
N 0.988137 -0.365520 -1.500445 0.79 0.71 -0.55
N 0.375847 -1.314380 -0.828666 -1.87 -0.66 2.03
N -0.594157 -0.966747 0.280887 1.05 -1.28 -1.07
C -0.011179 -1.034059 1.612674 0.45 -0.08 -0.29
H -1.111271 0.693770 -0.262300 0.83 2.55 -1.44
H 1.264533 1.491581 -2.184870 0.14 0.07 0.08
H 1.025070 -2.064973 -0.591249 -0.31 0.28 0.09
H -1.379788 -1.608068 0.195046 0.33 -0.01 -0.19
H 0.754850 -0.262159 1.685619 0.01 0.02 0.10
H -0.782487 -0.829244 2.352877 -0.05 -0.02 -0.01
H 0.451224 -2.005085 1.829627 -0.03 0.03 0.09
```
Positions in Å, forces in eV/Å.



No. 6
ORCA calculation (ωB97M-V/def2-TZVPD) on a gas-phase ion, C5H9N4 (charge +1) in a non-equilibrium geometry.

calculated total energy: -414.61352 Ha
highest occupied orbital energy: -13.07 eV
energy above the lowest of the compared OMol25 structures with the same formula, charge and spin: 315.80 kJ/mol
total charge: +1

```
18
Properties=species:S:1:pos:R:3:forces:R:3
C -1.032036 1.633876 -0.478943 -2.92 -1.04 2.98
N -0.416855 0.441017 0.044324 1.14 1.28 -0.15
C -0.904452 -0.709528 -0.169643 0.00 -0.11 1.06
N -2.094970 -1.023849 -0.767666 2.46 -3.27 2.31
C -0.143481 -1.831179 0.422304 0.14 -1.63 -0.66
C 1.162852 -1.862135 0.803784 -1.74 -0.98 -0.41
N 1.876870 -0.687473 0.710402 1.64 1.80 0.54
C 2.092775 0.464879 0.637325 -1.31 -5.69 0.23
N 2.545143 1.623281 0.417180 -0.82 2.73 -1.28
H -0.634099 1.856826 -1.384094 1.24 0.86 -2.91
H -2.123515 1.366487 -0.635842 0.83 1.28 0.21
H -0.911151 2.514473 0.213696 -0.26 -1.02 -0.63
H -2.439414 -1.984841 -0.618276 -0.11 1.35 -0.68
H -2.499920 -0.332791 -1.268004 -2.13 1.82 -1.90
H -0.717358 -2.785887 0.326283 0.94 0.57 0.60
H 1.676091 -2.826687 1.088029 -0.44 1.60 -0.26
H 2.337874 2.234839 1.232555 0.45 0.21 -1.13
H 2.225647 1.908693 -0.573414 0.89 0.24 2.08
```
Positions in Å, forces in eV/Å.



Look up the highest occupied orbital energy of the fifth one.
-8.72 eV



Copy entry 1 word for word.
ORCA calculation (ωB97M-V/def2-TZVPD) on 2 unconnected molecules or ions with the total composition C6H10N2O3.

calculated total energy: -569.69040 Ha
highest occupied orbital energy: -9.32 eV
energy above the lowest of the compared OMol25 structures with the same formula, charge and spin: 573.22 kJ/mol

```
21
Properties=species:S:1:pos:R:3:forces:R:3
C -1.681877 0.132556 1.763272 0.84 0.00 0.41
C -0.484574 0.256131 1.696129 -0.48 -0.23 -0.52
O 0.760769 0.492147 1.485454 0.84 0.49 0.18
N 1.474465 -0.620298 0.857694 -0.47 -0.79 -0.14
C 2.151076 -0.093850 -0.305538 -0.15 0.51 -0.08
C 2.379350 -1.161084 1.848529 -0.07 0.21 0.29
H -2.649788 -0.046867 2.123382 -0.55 -0.14 0.15
H 2.943266 0.621017 -0.048111 0.03 -0.02 0.04
H 2.584546 -0.936644 -0.839935 0.01 -0.06 0.03
H 1.417101 0.391797 -0.946802 0.13 -0.08 0.01
H 1.806112 -1.454622 2.727616 0.07 -0.04 -0.03
H 2.844476 -2.048205 1.420758 -0.03 0.02 -0.04
H 3.161685 -0.449580 2.142105 -0.01 0.01 0.00
C -2.715715 1.029608 -0.550487 0.18 0.33 -0.64
N -2.523437 0.268510 -1.543488 -0.62 -0.47 0.06
C -1.390398 0.460637 -2.356103 -0.29 0.05 0.38
O -0.374617 1.001063 -2.027185 0.29 0.15 -0.17
O -1.567897 -0.089966 -3.558661 0.19 -0.01 -0.39
H -3.600538 0.860686 0.042201 -0.12 0.00 0.19
H -2.093637 1.896429 -0.330386 0.09 -0.06 0.02
H -2.440368 -0.509466 -3.600444 0.11 0.12 0.24
```
Positions in Å, forces in eV/Å.